# 1
The following is a DFT calculation (ωB97M-V/def2-TZVPD) of a molecular structure, C14H34BrCl2N9O22S.

Element x y z (Å)
Br1 4.26 2.24 -1.16
Cl1 8.34 1.15 1.84
Cl2 6.10 3.14 1.15
S1 2.51 0.19 1.81
O1 -3.01 -1.83 3.83
O2 -7.09 -2.29 7.58
O3 -6.73 -0.28 6.89
O4 0.55 2.21 -5.66
O5 -0.05 4.75 -0.08
O6 -3.23 1.40 -5.69
O7 -2.55 3.42 -5.40
O8 3.57 -0.86 1.26
O9 -5.93 1.00 0.12
O10 -8.15 3.06 -4.27
O11 2.45 -3.45 -1.33
O12 1.29 -0.01 1.10
O13 5.76 -3.65 2.75
O14 2.48 0.21 3.22
O15 1.03 6.04 -1.42
O16 -1.65 -3.36 3.17
O17 -8.37 0.92 -4.32
O18 1.65 -1.64 -2.18
O19 3.28 1.50 1.30
O20 -3.97 0.11 0.22
O21 2.32 2.02 -4.44
O22 6.19 -2.34 4.41
N1 -7.90 1.94 -3.87
N2 6.06 -3.44 3.91
N3 1.53 -2.77 -1.72
N4 -6.59 -1.48 6.82
N5 -3.03 2.53 -6.07
N6 1.33 1.56 -4.99
N7 0.62 4.96 -1.07
N8 -1.93 -2.21 3.42
N9 -5.06 0.35 0.68
C1 -6.95 1.81 -2.73
C2 5.68 1.41 1.28
C3 6.74 -0.95 1.31
C4 4.39 1.15 0.42
C5 4.06 -0.28 0.03
C6 -3.38 2.87 -7.48
C7 -5.40 -0.19 2.02
C8 6.30 -4.61 4.79
C9 6.90 0.53 0.92
C10 0.95 3.78 -1.91
C11 -0.85 -1.19 3.22
C12 0.16 -3.33 -1.60
C13 1.05 0.11 -4.83
C14 -5.74 -1.99 5.71
H1 0.13 -4.25 -2.18
H2 5.93 -1.11 2.01
H3 -6.13 1.19 -3.07
H4 -5.71 -3.07 5.77
H5 0.02 3.33 -2.24
H6 5.59 -4.54 5.61
H7 -5.64 0.65 2.67
H8 3.25 -0.25 -0.70
H9 -0.56 -1.22 2.18
H10 7.67 -1.35 1.72
H11 -6.62 2.79 -2.43
H12 1.51 3.09 -1.28
H13 -1.25 -0.22 3.49
H14 1.92 -0.44 -5.20
H15 -6.27 -0.83 1.90
H16 -7.48 1.31 -1.92
H17 -3.79 1.98 -7.94
H18 6.52 -1.54 0.42
H19 7.31 -4.54 5.16
H20 -6.19 -1.65 4.78
H21 6.14 -5.51 4.21
H22 4.90 -0.84 -0.36
H23 -2.47 3.20 -7.96
H24 5.42 1.29 2.33
H25 -4.55 -0.75 2.39
H26 7.17 0.67 -0.13
H27 0.16 -0.13 -5.39
H28 -4.11 3.67 -7.44
H29 -0.01 -3.55 -0.54
H30 -0.55 -2.60 -1.97
H31 0.92 -0.08 -3.76
H32 -4.75 -1.56 5.83
H33 -0.02 -1.47 3.87
H34 1.55 4.11 -2.76

Calculated values
- gap between HOMO and LUMO (eV) = 10.0
- E (eV) = -179421.924
- spin multiplicity = 1
- charge = 0
- highest occupied orbital energy (hartree) = -0.3866


# 2
The following is a DFT calculation (ωB97M-V/def2-TZVPD) of a molecular structure, C16H21IrN6O2 in a non-equilibrium geometry.

Element x y z (Å)
Ir1 0.16 -0.10 0.24
O1 0.66 -1.22 -3.68
O2 -0.87 0.37 -3.72
N1 0.20 1.97 0.69
N2 2.24 0.18 0.19
N3 -1.94 0.45 -0.33
N4 0.74 -2.10 -0.24
N5 0.06 -0.22 -1.75
N6 -0.16 -0.12 2.36
C1 -3.20 1.34 -2.19
C2 -2.06 0.80 -1.64
C3 0.02 2.27 2.16
C4 -4.31 1.54 -1.36
C5 1.08 -2.32 -1.55
C6 0.42 1.08 3.01
C7 1.63 -3.49 -2.01
C8 -0.90 0.39 -2.49
C9 2.61 1.58 0.59
C10 -3.01 0.65 0.45
C11 1.86 -4.52 -1.09
C12 -4.20 1.19 -0.03
C13 0.98 -3.09 0.62
C14 0.66 -1.21 -2.45
C15 1.53 -4.30 0.24
C16 1.49 2.49 0.14
H1 -5.04 1.31 0.65
H2 2.28 -5.46 -1.41
H3 0.60 3.15 2.43
H4 0.08 1.19 4.04
H5 -1.17 -0.09 2.48
H6 1.67 3.52 0.47
H7 -3.23 1.57 -3.25
H8 1.69 -5.07 0.98
H9 3.56 1.85 0.14
H10 0.71 -2.91 1.65
H11 -2.94 0.37 1.49
H12 1.50 0.94 3.03
H13 2.81 -0.50 0.68
H14 -5.22 1.95 -1.76
H15 1.85 -3.61 -3.06
H16 1.41 2.50 -0.95
H17 -0.56 2.43 0.20
H18 -1.03 2.52 2.32
H19 2.50 0.08 -0.80
H20 0.12 -0.97 2.85
H21 2.74 1.60 1.66

Calculated values
- gap between HOMO and LUMO (alpha / beta) (eV) = 9.0 / 6.7
- energy relative to the best compared isomer or geometry (same formula, charge and spin) (eV) = 0.870
- E (eV) = -32780.988
- spin multiplicity = 2
- charge = +3
- highest occupied orbital energy (alpha / beta) (hartree) = -0.7183 / -0.7172


# 3
The following is a DFT calculation (ωB97M-V/def2-TZVPD) of a gas-phase ion, C3H5N4 (charge +1) in a non-equilibrium geometry.

Element x y z (Å)
N1 -0.26 -1.29 0.32
N2 0.49 0.99 0.12
N3 -0.25 -0.16 -0.34
N4 -0.65 -0.26 -1.60
C1 0.73 1.13 1.50
C2 -0.74 -2.08 -0.58
C3 -1.10 -1.49 -1.77
H1 0.98 1.49 -0.61
H2 0.28 2.07 1.86
H3 0.27 0.30 2.05
H4 -1.53 -1.86 -2.68
H5 1.80 1.17 1.72

Calculated values
- gap between HOMO and LUMO (alpha / beta) (eV) = 11.2 / 7.9
- energy relative to the best compared isomer or geometry (same formula, charge and spin) (eV) = 0.210
- E (eV) = -9138.701
- spin multiplicity = 3
- charge = +1
- highest occupied orbital energy (alpha / beta) (hartree) = -0.5631 / -0.5960